(1)
Entry from the Open Molecules 2025 dataset: CHCeO5 as an isolated structure in a non-equilibrium geometry (ωB97M-V with the def2-TZVPD basis set).

```
8
Properties=species:S:1:pos:R:3
C 0.2269 -0.3055 0.7314
O -0.3048 -1.3521 0.7500
H 1.3208 -0.2314 2.2584
Ce -1.3351 0.0113 -2.8541
O 1.0383 0.3219 1.5129
O 0.6051 0.0801 -1.4208
O -1.4622 0.7401 -0.6296
O -0.0891 0.7357 -0.3481
```

Properties
net charge	+2
DFT total energy	-24194.3762	eV
2S+1	2
highest occupied orbital energy (spin up / spin down)	-0.7288 / -0.7291	Ha
LUMO (spin up / spin down)	-11.6 / -11.0	eV

Atom charges from the Löwdin analysis, given in e for atoms 1 to 4: atom 1 (C): -0.460, atom 2 (O): 0.270, atom 3 (H): 0.198, atom 4 (Ce): 2.263

---

(2)
Entry from the Open Molecules 2025 dataset: an isolated ion of composition C5H10NO3 and charge +1 in a non-equilibrium geometry (ωB97M-V with the def2-TZVPD basis set).

```
19
Properties=species:S:1:pos:R:3
O 0.2801 -0.7788 -1.9346
H 2.3983 -0.6174 0.7818
H 0.2308 0.4899 2.5156
O 0.8357 1.5390 0.5150
H -0.4741 -1.6569 0.3435
C 0.4392 0.3429 0.0561
H -0.5607 0.8920 -3.6577
O -0.7781 1.2284 -1.7407
H 1.4560 -1.3088 -0.5902
C -1.4531 1.1491 -3.0159
H -2.3117 0.4611 -2.8070
H 0.5962 -1.0781 3.0283
C -0.0265 -0.6311 2.2687
H -1.7858 2.1697 -3.3618
H -1.0585 -0.6156 2.6645
N 1.5010 -0.7340 0.2502
H 1.4196 1.9902 -0.1104
C 0.1319 -0.8566 0.8776
C -0.0752 0.2089 -1.3799
```

Properties
net charge	+1
DFT total energy	-12971.0242	eV
structure (SMILES)	COC(=O)[C@]1(O)[NH2+][C@H]1C
ΔE to the lowest compared entry with this formula, charge and spin	57.1	kcal per mole
highest occupied orbital energy	-0.5623	Ha
LUMO	-3.1	eV

Atom charges from the Löwdin analysis, given in e for atoms 1 to 4: atom 1 (O): 0.158, atom 2 (H): 0.225, atom 3 (H): 0.138, atom 4 (O): 0.129

---

(3)
Entry from the Open Molecules 2025 dataset: one molecule with the formula FH4N2PS in a non-equilibrium geometry (ωB97M-V with the def2-TZVPD basis set).

```
9
Properties=species:S:1:pos:R:3
S -1.2967 -2.6398 0.5267
H -0.1853 -1.3853 -1.9754
N 0.2505 0.5173 1.2532
H -0.1404 0.4065 2.2156
F -2.2118 0.2088 0.1817
H 0.0344 1.3949 0.8543
H -0.0471 0.3047 -1.5748
N -0.5920 -0.6231 -1.5715
P -0.9172 -0.8128 0.1010
```

Properties
DFT total energy	-25887.5865	eV
structure (SMILES)	NP(N)(F)=S
ΔE to the lowest compared entry with this formula, charge and spin	37.5	kcal per mole
highest occupied orbital energy	-0.3582	Ha
LUMO	0.1	eV

Atom charges from the Löwdin analysis, given in e for atoms 1 to 4: atom 1 (S): 0.231, atom 2 (H): -0.013, atom 3 (N): -0.098, atom 4 (H): 0.015

---

(4)
Entry from the Open Molecules 2025 dataset: C4H8N2S2 as an isolated structure in a non-equilibrium geometry (ωB97M-V with the def2-TZVPD basis set).

```
16
Properties=species:S:1:pos:R:3
H -1.7326 1.5123 0.3318
H 0.5767 -1.0040 2.0687
H 1.4005 0.9182 -0.9192
H -2.0551 -0.7939 0.8590
H 1.9696 -0.3418 0.9399
C -0.0427 -1.2687 -0.5989
H 1.2885 -2.9019 0.3826
H -0.3898 1.7185 -1.0178
S -1.0518 -1.8413 -1.7823
C 0.8641 -0.6584 1.1134
C -0.0703 0.0395 0.2644
C 0.4850 1.2718 -0.3422
H -0.2529 2.4848 1.8163
S 0.6725 2.5872 0.7817
N -1.2045 0.3881 1.0703
N 0.8971 -1.7926 0.2051
```

Properties
DFT total energy	-28921.8569	eV
ΔE to the lowest compared entry with this formula, charge and spin	148.8	kcal per mole
highest occupied orbital energy	-0.3146	Ha
LUMO	0.2	eV

Atom charges from the Löwdin analysis, given in e for atoms 1 to 4: atom 1 (H): 0.218, atom 2 (H): 0.114, atom 3 (H): 0.126, atom 4 (H): 0.247

---

(5)
Entry from the Open Molecules 2025 dataset: one molecule with the formula C14H14N2O3S (ωB97M-V with the def2-TZVPD basis set).

```
34
Properties=species:S:1:pos:R:3
H -2.0380 3.2496 0.6257
S -0.6967 0.1768 -0.6896
C 5.5269 -1.9115 0.2138
C -1.9713 1.3178 -0.3632
H 7.4607 -1.0423 0.5155
H -6.0241 -2.6251 -1.0240
H 4.2607 1.7256 0.0076
C 0.3877 1.2863 0.0970
O -3.4563 -0.5635 1.0764
C 5.9452 0.4504 0.2859
H 6.6357 1.2752 0.3812
C 2.2533 -0.1660 -0.2692
H -6.3841 -3.2914 0.5766
H -3.9821 1.9486 -0.6866
O -5.2872 -0.1978 -0.1714
H 5.8881 -2.9278 0.2595
H 3.4794 -2.4751 -0.1143
C -6.0187 -1.1770 0.5714
C -3.3804 1.0393 -0.7426
H -7.0665 -0.8901 0.4623
C 6.4095 -0.8532 0.3569
H 2.2785 1.6624 0.7352
N -0.1415 2.3731 0.5498
O 1.5500 -0.9812 -0.8365
N 1.7229 0.9983 0.2161
C 4.5995 0.7026 0.0895
C 3.7057 -0.3575 -0.0424
H -5.7215 -1.1170 1.6234
C 4.1830 -1.6657 0.0076
C -1.4733 2.3953 0.2989
H -3.4420 0.6541 -1.7634
H -4.7249 -2.8446 0.1584
C -5.7714 -2.5783 0.0326
C -4.0111 -0.0028 0.1727
```

Properties
DFT total energy	-34704.1481	eV
structure (SMILES)	CCOC(=O)Cc1cnc(NC(=O)c2ccccc2)s1
ΔE to the lowest compared entry with this formula, charge and spin	7.9	kcal per mole
highest occupied orbital energy	-0.3051	Ha
LUMO	0.4	eV

Atom charges from the Löwdin analysis, given in e for atoms 1 to 4: atom 1 (H): 0.112, atom 2 (S): 1.172, atom 3 (C): -0.069, atom 4 (C): -0.509

---

(6)
Entry from the Open Molecules 2025 dataset: a 5-piece molecular cluster, C20H45BFNO10PS4 overall in a non-equilibrium geometry (ωB97M-V with the def2-TZVPD basis set).

```
83
Properties=species:S:1:pos:R:3
O 2.3157 -1.2297 -0.4590
N 3.7318 0.7098 -0.8613
H 1.4819 0.0364 -3.3487
H -0.9621 1.0671 -0.4233
H -4.2122 -2.9896 5.0638
O 0.1277 -2.0332 3.5093
S -0.2035 -1.7329 -5.0441
H -4.1342 -5.9656 2.0603
O 0.1959 3.6471 0.4602
S -2.8310 -6.1647 4.0436
H -4.3806 -5.3834 5.6419
C 3.2301 -3.8289 3.7326
S 1.5156 -1.8733 3.1566
C -1.1090 6.9685 -0.9337
H -1.9416 6.2846 -0.7827
C 2.4676 -1.7033 4.6614
C -0.7129 -3.1596 -6.0084
H 4.3903 -0.4626 -2.4632
H -1.2765 9.7127 1.3527
H 5.6710 0.1589 -1.4282
C 4.7109 0.4000 -1.8920
C -0.0229 6.7808 0.1313
H 4.9009 1.2454 -2.5540
H -2.4985 -3.4962 -7.2076
C -0.0133 2.9300 -0.5050
H 1.3523 -4.1811 2.6713
H -0.3252 1.0906 -2.9269
H 3.3586 -1.1233 4.4232
H 1.9505 -3.6382 5.4677
C -1.3923 -0.5827 -5.7437
H -5.2985 -4.3537 3.3386
S -1.7284 8.6422 -0.7300
C 2.8230 -3.1380 5.0417
H 0.4562 7.7899 2.0109
C -3.4267 -5.0077 5.2728
H 3.4559 2.6754 -1.5647
H 2.6031 -3.3871 1.6788
H 2.8611 2.3821 0.1036
H 4.2079 -3.4606 3.4165
H -3.1812 -0.9862 -6.9200
C -3.4890 -5.2915 2.6170
H -0.7200 6.8573 -1.9416
H 0.2043 -0.5916 -1.8520
F -0.3501 3.5666 -1.6556
H 1.9204 -1.1483 0.4219
H 0.0432 5.7392 0.4378
O -1.3921 -6.0949 4.0053
O 1.1218 -1.3662 -5.4618
C -0.3695 7.7050 1.3056
H -1.2336 7.3091 1.8439
O 1.9465 -0.8780 2.2088
C -4.2539 -4.0824 3.1707
O -3.5167 -7.4236 4.2002
H -0.8577 0.2647 -6.1620
P 0.8892 0.6557 -2.1516
O -0.5571 -1.9844 -3.6804
H -0.0662 -3.2174 -6.8837
B 2.4258 0.0194 -1.0700
O -1.3288 9.4567 -1.8533
C -3.6035 -3.6994 4.5061
O -3.1078 8.5878 -0.3059
C -2.1544 -2.8475 -6.4016
H -2.0370 -0.2479 -4.9344
H 4.5720 2.5106 -0.2329
H 0.1730 9.5654 0.3208
H -2.7090 -4.9407 6.0868
C 0.0405 1.4651 -0.5270
H -1.6716 -1.2595 -7.7815
C 2.1771 -3.4708 2.6769
H -4.2402 -3.2546 2.4643
C -2.1662 -1.3680 -6.8133
H 1.8723 -1.1864 5.4100
H 1.5555 1.9197 -2.5318
C 3.6211 2.1423 -0.6268
H -2.6300 -3.2385 4.3237
H 0.9492 7.0641 -0.2794
H -2.8138 -2.9961 -5.5438
C -0.7174 9.0567 0.6888
H -0.6104 -4.0587 -5.4061
H 0.6422 1.1823 0.3319
H -2.6472 -4.9865 1.9987
H 3.6222 -3.1667 5.7813
H 3.3098 -4.9081 3.8532
```

Properties
net charge	-1
DFT total energy	-99455.7600	eV
highest occupied orbital energy	-0.0961	Ha
LUMO	2.0	eV

Atom charges from the Löwdin analysis, given in e for atoms 1 to 4: atom 1 (O): 0.038, atom 2 (N): -0.155, atom 3 (H): -0.061, atom 4 (H): 0.081